Record 1
Here is a structure of composition C5H5NO2 from OMol25. Energies are from ωB97M-V with the def2-TZVPD basis set.

Element x y z (Å)
1 H -0.486 -0.368 -1.131
2 O -0.126 -0.942 1.017
3 C 0.369 -0.676 -0.304
4 H 2.545 -0.689 -0.005
5 C 0.866 0.813 -0.018
6 C -2.231 -0.157 -0.065
7 H -1.056 0.750 1.814
8 H 2.049 -0.465 -1.824
9 H 1.049 0.774 1.166
10 C 1.747 -0.262 -0.653
11 C -1.094 0.144 0.775
12 N -3.083 -0.287 -0.749
13 O -0.550 1.364 -0.024

Force components x, y, z for each atom (eV/Å):
2.625 -1.977 1.704
-2.661 0.867 -3.033
1.001 1.406 -1.403
-0.510 1.142 -0.244
-1.136 -0.610 3.193
4.370 0.510 5.198
-1.755 -2.020 -1.991
-0.885 1.050 3.008
0.509 0.546 -2.990
0.465 -1.954 -3.431
0.894 3.500 4.426
-5.359 -0.945 -4.268
2.440 -1.514 -0.168

As for the charge: 0. As for the calculated total energy: -10842.17764 eV. For the orbital gap, the calculation gives 9.74 eV. Its energy above the lowest of the compared OMol25 structures with the same formula, charge and spin is 210.7 kcal/mol. The multiplicity is 1.

The computed Löwdin charges, all in e, follow: atom 1 (H): 0.195, atom 2 (O): -0.026, atom 3 (C): -0.289, atom 4 (H): 0.123, atom 5 (C): -0.155, atom 6 (C): -0.186, atom 7 (H): 0.215, atom 8 (H): 0.164, atom 9 (H): 0.170, atom 10 (C): -0.042, atom 11 (C): -0.269, atom 12 (N): 0.216, atom 13 (O): -0.116

=====

Record 2
Here is a structure of composition C5H5NO2 from OMol25. Energies are from ωB97M-V with the def2-TZVPD basis set.

Element x y z (Å)
1 O -1.904 0.161 0.617
2 N -1.910 0.747 -0.583
3 O -2.882 0.882 -1.318
4 H -0.072 2.047 -0.900
5 H 0.562 -1.782 -0.815
6 H 1.994 -0.056 -0.629
7 C 0.708 -1.447 0.237
8 H 2.399 -0.050 1.174
9 C 1.745 -0.329 0.319
10 C -0.619 0.743 0.971
11 C 0.350 -0.072 0.459
12 H 0.290 -2.083 0.956
13 C -0.662 1.239 -0.488

Force components x, y, z for each atom (eV/Å):
-1.280 -1.581 1.710
1.223 1.271 -1.543
0.147 -0.183 0.389
-0.668 -0.218 -0.714
0.177 0.026 1.004
1.629 0.531 -2.461
-0.418 0.041 -2.583
-0.388 -0.576 -0.853
0.240 0.087 3.258
-0.535 0.912 -0.081
-1.336 0.218 -0.100
0.287 -1.059 1.209
0.922 0.531 0.766

As for the charge: 0. As for the calculated total energy: -10841.79900 eV. For the orbital gap, the calculation gives 8.22 eV. Its energy above the lowest of the compared OMol25 structures with the same formula, charge and spin is 219.4 kcal/mol. The multiplicity is 1.

The computed Löwdin charges, all in e, follow: atom 1 (O): 0.049, atom 2 (N): -0.300, atom 3 (O): 0.030, atom 4 (H): 0.138, atom 5 (H): 0.142, atom 6 (H): 0.087, atom 7 (C): -0.016, atom 8 (H): 0.142, atom 9 (C): -0.029, atom 10 (C): -0.099, atom 11 (C): -0.269, atom 12 (H): 0.104, atom 13 (C): 0.020

=====

Record 3
Here is an isolated molecule of C5H5NO3 from OMol25. Energies are from ωB97M-V with the def2-TZVPD basis set.

Element x y z (Å)
1 H 1.670 1.976 -0.369
2 C -1.218 -0.004 -0.447
3 H -2.863 -0.528 -1.334
4 C -1.046 -1.219 0.314
5 O -2.141 0.103 -1.453
6 C -0.171 1.035 -0.596
7 H 1.976 -1.660 1.590
8 N 1.859 0.185 0.603
9 C 1.077 1.099 -0.145
10 H -1.333 -2.247 0.276
11 O 3.062 0.538 0.817
12 H -0.535 1.869 -1.179
13 O -1.755 -0.215 0.882
14 C 1.417 -0.932 1.040

Force components x, y, z for each atom (eV/Å):
0.025 -0.098 0.076
0.493 -0.570 -0.366
0.160 0.022 0.064
2.632 1.334 0.713
-0.146 0.178 -0.017
-0.087 -0.149 0.041
0.414 -0.018 0.149
-0.008 -1.070 0.535
-0.549 0.719 -0.612
-0.064 -0.439 0.032
0.954 0.747 -0.041
0.163 0.163 -0.011
-0.377 -0.212 0.467
-3.610 -0.608 -1.028

As for the charge: 0. As for the calculated total energy: -12890.43660 eV. For the orbital gap (spin up / spin down), the calculation gives 8.40 / 8.01 eV. Its energy above the lowest of the compared OMol25 structures with the same formula, charge and spin is 171.9 kcal/mol. The multiplicity is 1.

The computed Löwdin charges, all in e, follow: atom 1 (H): 0.131, atom 2 (C): -0.503, atom 3 (H): 0.123, atom 4 (C): 0.037, atom 5 (O): 0.084, atom 6 (C): 0.041, atom 7 (H): 0.065, atom 8 (N): -0.365, atom 9 (C): -0.011, atom 10 (H): 0.113, atom 11 (O): -0.098, atom 12 (H): 0.123, atom 13 (O): 0.084, atom 14 (C): 0.176

=====

Record 4
Here is an isolated molecule of C5H5NO3 from OMol25. Energies are from ωB97M-V with the def2-TZVPD basis set.

Element x y z (Å)
1 H -2.276 1.114 0.678
2 H -1.043 -2.005 -0.949
3 C 1.693 1.045 -1.068
4 H 0.431 2.617 -0.705
5 H 0.732 -1.979 -0.850
6 C -0.193 -1.903 -0.274
7 N -0.272 -0.636 0.387
8 O 2.651 0.576 -1.527
9 O -1.662 1.350 -0.028
10 O 0.029 0.032 2.674
11 C 0.634 1.572 -0.535
12 C -0.402 0.842 0.240
13 H -0.215 -2.697 0.470
14 C -0.107 0.073 1.487

Force components x, y, z for each atom (eV/Å):
0.159 -0.019 0.016
0.053 -0.104 0.036
0.957 -0.590 -0.353
0.220 0.145 -0.104
-0.064 -0.070 0.005
0.081 -0.263 -0.394
0.113 0.752 0.178
-0.376 0.174 0.144
0.086 0.183 -0.150
0.275 -0.072 0.420
-1.092 0.608 0.225
0.107 -0.854 -0.091
-0.032 0.040 -0.020
-0.487 0.068 0.087

As for the charge: 0. As for the calculated total energy: -12895.90438 eV. For the orbital gap, the calculation gives 9.59 eV. Its SMILES is CN1C(=O)[C@@]1(O)C=C=O. Its energy above the lowest of the compared OMol25 structures with the same formula, charge and spin is 45.8 kcal/mol. The multiplicity is 1.

The computed Löwdin charges, all in e, follow: atom 1 (H): 0.117, atom 2 (H): 0.092, atom 3 (C): -0.168, atom 4 (H): 0.127, atom 5 (H): 0.085, atom 6 (C): -0.017, atom 7 (N): 0.052, atom 8 (O): 0.194, atom 9 (O): 0.062, atom 10 (O): 0.106, atom 11 (C): 0.010, atom 12 (C): -0.366, atom 13 (H): 0.095, atom 14 (C): -0.390

=====

Record 5
Here is a cluster of 2 separate species, C5H5NO3 in total from OMol25. Energies are from ωB97M-V with the def2-TZVPD basis set.

Element x y z (Å)
1 C -0.291 0.464 0.043
2 C 1.632 -0.670 -0.113
3 H 1.326 2.187 1.109
4 O 0.870 -1.625 0.610
5 C 1.070 0.390 -0.584
6 O -1.561 -1.483 0.557
7 N -2.465 -0.430 0.114
8 C -0.383 -1.086 0.016
9 C -1.860 0.523 -0.429
10 H -0.558 -1.286 -0.964
11 O -0.148 1.199 1.290
12 H 1.992 1.142 -0.840
13 H -2.331 1.459 -0.887
14 H 2.708 -0.785 0.078

Force components x, y, z for each atom (eV/Å):
-0.629 0.437 0.101
2.778 -3.529 3.215
-3.728 -2.583 0.288
-1.795 2.241 -3.123
2.119 3.931 -1.618
-1.832 1.044 1.352
-1.175 -1.908 0.071
1.011 0.018 4.534
3.017 3.024 0.083
1.008 -0.956 -3.493
2.562 1.213 -1.898
-3.136 -0.855 0.174
0.301 -1.756 0.987
-0.502 -0.320 -0.673

As for the charge: 0. As for the calculated total energy: -12888.33795 eV. For the orbital gap, the calculation gives 7.68 eV. Its energy above the lowest of the compared OMol25 structures with the same formula, charge and spin is 220.3 kcal/mol. The multiplicity is 1.

The computed Löwdin charges, all in e, follow: atom 1 (C): -0.384, atom 2 (C): -0.154, atom 3 (H): 0.370, atom 4 (O): 0.057, atom 5 (C): -0.092, atom 6 (O): 0.004, atom 7 (N): 0.107, atom 8 (C): -0.363, atom 9 (C): -0.033, atom 10 (H): 0.132, atom 11 (O): -0.095, atom 12 (H): 0.164, atom 13 (H): 0.146, atom 14 (H): 0.140

=====

Record 6
Here is an isolated molecule of C5H5NOS from OMol25. Energies are from ωB97M-V with the def2-TZVPD basis set.

Element x y z (Å)
1 H 0.971 -1.892 0.913
2 H -2.653 0.334 0.049
3 C -0.475 0.781 -0.019
4 C 1.714 -0.012 0.000
5 S -1.921 -1.605 -0.004
6 O -2.663 1.319 0.009
7 C 0.989 1.111 0.016
8 H 2.801 -0.040 0.006
9 H 1.278 2.151 -0.074
10 H 1.020 -1.916 -0.868
11 N -1.350 1.727 -0.005
12 C 0.848 -1.245 0.013
13 C -0.559 -0.713 -0.038

Force components x, y, z for each atom (eV/Å):
-0.013 0.463 -0.529
-0.377 0.073 -0.069
1.342 -0.108 0.057
0.121 0.475 0.282
0.244 -0.038 -0.099
0.843 0.268 -0.023
-1.013 -0.363 -0.620
-0.242 -0.092 -0.046
0.314 -0.220 0.247
-0.056 0.511 0.642
-0.721 -0.878 0.055
0.197 -0.743 -0.344
-0.639 0.654 0.447

As for the charge: 0. As for the calculated total energy: -19636.18791 eV. For the orbital gap, the calculation gives 7.92 eV. Its SMILES is O/N=C1/C=CCC1=S. Its energy above the lowest of the compared OMol25 structures with the same formula, charge and spin is 64.7 kcal/mol. The multiplicity is 1.

The computed Löwdin charges, all in e, follow: atom 1 (H): 0.133, atom 2 (H): -0.048, atom 3 (C): -0.305, atom 4 (C): -0.082, atom 5 (S): 0.821, atom 6 (O): -0.059, atom 7 (C): -0.028, atom 8 (H): 0.107, atom 9 (H): 0.113, atom 10 (H): 0.136, atom 11 (N): 0.068, atom 12 (C): -0.203, atom 13 (C): -0.654